(1)
Below is a structure of composition C2H4NO2 in a non-equilibrium geometry, with properties calculated with wB97M-V/def2-TZVPD.

XYZ file:
```
9
Properties=species:S:1:pos:R:3:forces:R:3
O -1.53690 1.46837 0.49133 -0.4 -0.4 0.1
C -0.49582 0.85542 0.78434 1.6 1.1 -1.0
O 0.34107 1.12218 1.66632 0.2 -0.4 0.2
C -0.19911 -0.40404 -0.18184 -4.5 -2.8 3.3
N 0.96660 -0.88930 -1.00037 -0.2 3.0 0.5
H -0.50930 -1.16977 0.55353 0.1 -0.3 -0.1
H 0.68688 0.14983 -1.03328 3.1 0.2 -2.9
H 1.80915 -0.78207 -0.43140 -0.1 -0.2 0.3
H -1.06258 -0.35063 -0.84863 0.2 -0.1 -0.3
```
Forces are in eV/Å.

Values from the calculation:
energy	-283.8163	Eh
orbital gap	8.57	eV
2S+1	1
relative energy (zero: lowest compared OMol25 entry of this formula, charge and spin)	248.7	kJ/mol
charge	-1
highest occupied orbital energy	-3.94	eV

=====

(2)
Below is the molecule C5H8N2O in a non-equilibrium geometry, with properties calculated with wB97M-V/def2-TZVPD.

XYZ file:
```
16
Properties=species:S:1:pos:R:3:forces:R:3
C 1.30257 1.27142 -0.12440 -1.0 4.8 -2.2
C 1.19075 -0.20725 -0.11590 -2.8 -1.5 0.0
C 2.43239 -1.03717 0.08912 3.2 0.6 -1.6
O 3.56296 -0.44004 -0.17642 -5.3 -3.8 1.9
N 0.04869 -0.91021 -0.35757 3.3 3.1 -0.1
N -1.15243 -0.19602 -0.87764 -1.7 -3.1 2.5
C -2.20559 -1.04878 -0.00702 -4.1 4.3 -2.5
C -2.02983 0.49098 0.23554 4.2 -3.5 0.7
H 2.29027 1.92249 -0.41931 -2.0 -2.7 0.2
H 0.41473 1.63084 -0.90246 2.4 -0.7 1.8
H 1.06631 1.91441 0.78673 -0.2 -1.7 -0.5
H 2.15663 -2.28423 0.31446 1.4 3.5 -0.6
H -3.34126 -1.36255 -0.32354 3.3 0.7 -0.1
H -1.88083 -1.59903 0.81709 1.1 -1.0 0.7
H -2.63721 1.36048 0.05969 -0.1 -0.1 -0.5
H -1.21812 0.49465 1.00162 -1.5 1.2 0.2
```
Forces are in eV/Å.

Values from the calculation:
energy	-379.8339	Eh
orbital gap	9.12	eV
2S+1	1
SMILES	C/C(C=O)=N\N1CC1
relative energy (zero: lowest compared OMol25 entry of this formula, charge and spin)	667.7	kJ/mol
highest occupied orbital energy	-9.67	eV

=====

(3)
Below is a cluster of 5 separate species, C43H81N3O6 in total in a non-equilibrium geometry, with properties calculated with wB97M-V/def2-TZVPD.

XYZ file:
```
133
Properties=species:S:1:pos:R:3:forces:R:3
C 6.63280 0.89733 1.34244 0.0 -0.1 -0.1
O 6.30151 -0.47210 1.21108 0.0 0.0 0.0
C 5.55316 -0.73071 0.02199 -0.1 -0.2 0.5
C 4.58956 -1.90249 0.23770 0.1 0.2 -0.3
C 3.15264 -1.59251 -0.20834 0.2 -0.8 -0.2
C 2.16884 -2.66232 0.30630 0.6 0.3 0.5
C 1.15158 -2.18649 1.36183 0.7 -0.1 -1.8
C 0.49512 -3.44515 1.96220 -0.7 0.3 0.5
C -1.02575 -3.39854 2.18278 0.1 -0.5 -0.1
C -1.87940 -3.75122 0.95043 -0.2 -0.2 0.6
C -3.36405 -3.38371 1.21082 0.1 -0.4 -0.7
C -4.01038 -2.38567 0.22307 0.0 0.5 1.0
C -3.08321 -1.30717 -0.34284 -0.9 -0.3 -0.9
C -3.87562 -0.30569 -1.21660 0.5 -0.5 0.4
C -3.03934 0.36721 -2.30661 -0.4 0.9 0.3
C -2.07954 1.47106 -1.78487 -0.1 -0.7 -0.6
C -0.75493 1.46971 -2.56138 -0.3 0.5 0.5
C 0.28551 2.48082 -2.00951 -0.5 -0.7 -0.1
C 1.32357 1.74481 -1.18110 -0.4 0.3 0.4
N 2.30291 2.61249 -0.53845 1.1 0.4 0.0
C 3.65275 2.33848 -0.50240 0.8 1.7 1.1
C 4.30639 3.36474 0.22768 -1.6 -0.7 -0.6
C 3.29409 4.28835 0.63363 -0.6 -1.4 -0.9
C 2.07281 3.78632 0.13966 1.2 0.5 0.5
C 0.16211 -1.27179 0.63879 0.1 -0.3 1.7
O -0.07780 -1.20663 -0.53328 -0.1 0.1 -1.3
N -0.39502 -0.47542 1.61628 0.2 0.7 -0.3
C 0.38151 -0.52651 2.84361 0.5 -0.5 1.2
C 0.42897 0.74818 3.65942 -0.3 1.2 0.7
C 1.46496 1.71317 3.52270 -1.1 0.3 1.0
C 1.47754 2.87713 4.34235 -1.5 -1.1 0.3
C 0.43738 3.07481 5.30436 0.3 -1.2 -1.1
C -0.61285 2.12698 5.42926 1.0 -0.3 -1.0
C -0.62164 0.96269 4.61836 1.6 1.1 -0.4
C 1.70427 -1.17847 2.39656 -0.3 -0.2 0.7
N 2.48048 -1.81326 3.45267 -0.3 0.1 -0.1
H 7.52101 0.99373 1.96296 0.0 -0.1 0.2
H 5.79757 1.44913 1.78563 0.1 0.1 0.0
H 6.86442 1.34607 0.37158 0.0 0.0 -0.1
H 6.25767 -0.96014 -0.78145 0.0 0.2 -0.2
H 4.96486 0.15845 -0.21826 0.3 -0.2 -0.1
H 4.62559 -2.21904 1.28116 0.0 0.1 0.1
H 4.92982 -2.74868 -0.36246 0.0 -0.2 0.2
H 2.87297 -0.57795 0.07607 -0.1 0.0 0.0
H 3.13641 -1.66066 -1.29684 -0.1 0.4 -0.1
H 2.75859 -3.46382 0.76179 0.0 0.0 0.1
H 1.64378 -3.12241 -0.52795 -0.2 0.1 0.0
H 0.96723 -3.66202 2.92170 0.2 0.1 0.0
H 0.72224 -4.30156 1.32791 0.0 0.0 -0.2
H -1.26048 -4.16053 2.92791 -0.1 0.0 0.2
H -1.35644 -2.45638 2.61784 0.0 0.1 -0.1
H -1.81006 -4.83737 0.84299 0.1 0.0 -0.2
H -1.48851 -3.33150 0.02632 0.0 0.2 0.0
H -3.95519 -4.30159 1.15709 0.0 0.0 0.1
H -3.45100 -3.04893 2.24442 -0.1 0.3 0.0
H -4.81249 -1.88127 0.77703 -0.1 0.0 -0.1
H -4.51541 -2.91301 -0.58716 0.2 -0.1 -0.2
H -2.55021 -0.78516 0.44715 0.2 -0.2 0.0
H -2.39038 -1.80897 -1.01759 0.4 0.2 0.2
H -4.30729 0.43426 -0.53743 -0.2 0.2 -0.2
H -4.69590 -0.85428 -1.68589 -0.1 0.1 0.0
H -3.75728 0.85799 -2.97202 0.1 -0.1 -0.2
H -2.49167 -0.36063 -2.90721 0.0 -0.2 0.1
H -1.94075 1.33651 -0.71028 0.2 0.2 0.0
H -2.55138 2.43709 -1.96404 0.0 0.1 0.4
H -0.36102 0.45311 -2.54952 0.2 0.0 -0.2
H -1.00617 1.77131 -3.58053 0.1 -0.3 -0.2
H 0.73013 3.01791 -2.84585 0.2 0.2 0.2
H -0.26137 3.16084 -1.35453 0.1 0.3 -0.2
H 0.78594 1.21592 -0.39710 -0.1 -0.2 0.1
H 1.84229 0.98454 -1.76088 0.2 0.1 -0.1
H 4.12767 1.48963 -0.96525 -0.6 0.1 -0.2
H 5.35794 3.44732 0.45036 0.0 -0.1 -0.1
H 3.45634 5.17904 1.21706 -0.2 0.1 0.0
H 1.09901 4.23288 0.25020 -0.1 -0.2 -0.1
H -0.76713 0.41772 1.32347 -0.2 0.0 0.1
H -0.03644 -1.26293 3.54647 -0.4 0.0 -0.2
H 2.25126 1.56046 2.79105 0.0 0.1 0.0
H 2.26500 3.60959 4.22806 0.0 0.0 0.0
H 0.44292 3.94770 5.94542 0.0 0.0 -0.1
H -1.40968 2.29284 6.14333 0.1 0.0 0.0
H -1.40371 0.21859 4.71302 0.0 0.0 0.0
H 2.29951 -0.37995 1.95028 0.0 -0.2 -0.4
H 2.07691 -1.67853 4.36881 0.1 0.1 0.1
H 3.44232 -1.51298 3.44589 0.0 0.1 0.1
C -1.69428 -8.23665 5.53462 -0.1 0.0 0.1
C -1.68271 -7.29104 4.34323 0.4 -0.1 0.1
C -0.52870 -7.59677 3.39986 -0.1 0.1 -0.1
O -1.60549 -5.93713 4.78712 -0.2 0.1 -0.1
H -0.77184 -8.13240 6.11260 0.0 0.0 -0.1
H -2.52569 -8.00278 6.20013 0.0 0.0 0.0
H -1.78489 -9.27591 5.21544 0.0 0.0 0.0
H -2.62669 -7.37338 3.80298 0.0 0.1 0.0
H 0.42800 -7.47269 3.91498 0.0 -0.1 0.0
H -0.53525 -6.90905 2.55269 0.0 0.0 0.0
H -0.58548 -8.61797 3.02019 0.0 0.0 0.0
H -0.77848 -5.83048 5.26909 0.0 0.0 0.0
C 0.88359 -2.50465 -5.20723 0.1 0.0 0.0
C 1.18292 -3.41906 -4.02854 -0.4 0.2 0.0
C -0.02603 -4.26683 -3.66020 0.0 -0.1 0.1
O 1.59975 -2.65180 -2.90293 0.2 0.0 -0.2
H 0.07207 -1.81547 -4.95664 -0.1 -0.1 0.0
H 1.75877 -1.90331 -5.45601 0.0 0.0 0.0
H 0.59075 -3.07599 -6.08965 0.0 0.0 0.0
H 2.02322 -4.06952 -4.27663 0.1 0.0 0.1
H -0.86243 -3.62735 -3.36389 0.0 0.0 -0.1
H 0.20516 -4.91430 -2.81340 0.0 0.0 0.0
H -0.34597 -4.88875 -4.49802 0.0 0.0 0.0
H 0.87339 -2.06602 -2.65130 0.0 0.0 0.2
C -1.98608 5.91793 -1.24674 0.0 -0.1 -0.1
C -3.06111 5.10061 -0.54763 0.2 0.4 0.2
C -3.95734 5.97170 0.31934 -0.1 -0.1 0.0
O -2.45813 4.07411 0.23966 0.0 -0.2 0.0
H -1.33777 6.40832 -0.51448 -0.1 0.1 0.0
H -1.35380 5.27848 -1.86365 0.0 0.0 -0.1
H -2.42517 6.68562 -1.88590 0.0 0.0 0.0
H -3.66807 4.58412 -1.29365 0.0 -0.1 0.0
H -3.37049 6.46095 1.10166 0.0 0.1 -0.1
H -4.71942 5.36668 0.81179 0.0 0.0 0.0
H -4.45285 6.74279 -0.27237 0.0 0.0 0.0
H -1.91308 4.49556 0.91306 0.0 0.0 0.0
C -2.68971 5.29998 -5.42639 -0.1 0.0 0.2
C -1.62922 6.38859 -5.34953 0.0 -0.3 -0.3
C -1.18365 6.83316 -6.73430 0.1 0.1 0.0
O -0.51063 5.92956 -4.59336 0.0 0.2 0.2
H -2.29187 4.41537 -5.93151 0.0 0.0 -0.1
H -2.99625 4.99424 -4.42476 0.0 0.0 0.0
H -3.57101 5.64062 -5.97196 0.0 0.0 0.0
H -2.02614 7.24514 -4.80265 0.1 0.0 0.1
H -0.74130 5.99471 -7.27930 -0.1 0.0 0.0
H -0.42421 7.61180 -6.65944 0.0 0.0 0.0
H -2.02194 7.21835 -7.31668 0.0 0.0 0.0
H -0.13478 5.17012 -5.05097 0.0 0.0 0.0
```
Forces are in eV/Å.

Values from the calculation:
energy	-2302.7178	Eh
orbital gap	8.64	eV
2S+1	1
SMILES	COCCCC[C@]1(CCCCCCCCCCCCn2cccc2)C(=O)N[C@H](c2ccccc2)[C@H]1N.CC(C)O.CC(C)O.CC(C)O.CC(C)O
highest occupied orbital energy	-7.99	eV

=====

(4)
Below is a cluster of 2 separate species, C4H11N2O2P in total in a non-equilibrium geometry, with properties calculated with wB97M-V/def2-TZVPD.

XYZ file:
```
20
Properties=species:S:1:pos:R:3:forces:R:3
C -5.22387 0.18804 0.63175 1.6 4.3 -2.6
C 3.30782 1.90212 0.17979 0.0 -0.7 -0.4
C 0.82249 -2.96803 -0.01092 0.9 0.8 -1.5
C 2.25882 0.97011 -0.28408 0.3 -0.1 2.3
N -4.75441 -0.66742 -0.12376 1.4 -1.8 -2.6
N 1.50078 0.37383 0.54739 -0.5 0.1 -2.6
O 0.30423 -0.15427 -1.66913 0.5 -0.1 -2.6
O 0.24046 -1.75772 0.41530 -0.6 0.0 0.4
P -0.17581 -0.29934 -0.30651 -0.3 -1.3 2.8
H -5.12148 1.35922 0.49038 -0.2 -2.1 0.4
H 4.30702 1.48620 0.11748 0.3 0.4 -0.6
H 3.06782 2.77403 -0.37904 0.9 1.0 -1.0
H 3.15073 2.22094 1.17057 -0.3 -0.1 1.5
H -5.78561 -0.18468 1.37592 -2.0 -0.8 3.1
H 0.13813 -3.45075 -0.66874 -0.3 -0.2 -1.4
H 1.86055 -2.86596 -0.48795 -1.4 0.0 0.7
H 2.05390 0.84747 -1.33704 -0.4 0.0 -0.2
H 0.82131 -3.69503 0.75949 0.5 -0.2 1.5
H -4.21700 -0.42353 -1.00655 -0.8 0.4 1.7
H 1.66384 0.29047 1.51919 0.4 0.5 1.1
```
Forces are in eV/Å.

Values from the calculation:
energy	-760.2887	Eh
orbital gap	8.85	eV
2S+1	1
relative energy (zero: lowest compared OMol25 entry of this formula, charge and spin)	316.7	kJ/mol
highest occupied orbital energy	-8.41	eV